# C37H66NO29

A 13-piece molecular cluster, C37H66NO29 overall at a distorted geometry (ωB97M-V with the def2-TZVPD basis set, OMol25).

Its charge is +1. For the molar mass, the calculation gives 988.91 g/mol. As for the HOMO energy: -11.01 eV. The HOMO-LUMO gap is 4.538 eV. The value obtained for the total energy is -100288.5051 eV. As for the lowest unoccupied orbital energy: -0.23797 hartree.

Last columns: bonded neighbours and bond lengths (Å).
Element x y z (Å)
1 C 0.9917 0.6853 1.7636  C2 1.586, H12 1.090, H13 1.090, H14 1.090
2 C 0.5524 -0.6324 0.9979  C1 1.586, C3 1.524, N7 1.561, C11 1.551
3 C -0.8525 -0.4112 0.4501  C2 1.524, C4 1.531, H15 1.090, H16 1.090
4 C -0.7989 0.6149 -0.6847  C3 1.531, C5 1.564, H17 1.090, H18 1.090
5 C 0.1639 0.3188 -1.8817  C4 1.564, C6 1.583, H19 1.090, H20 1.090
6 C 1.6420 -0.0408 -1.4456  C5 1.583, N7 1.533, C9 1.594, C10 1.543
7 N 1.5616 -0.8817 -0.1667  C2 1.561, C6 1.533, O8 1.391
8 O 2.4188 -1.9548 0.0529  N7 1.391
9 C 2.3720 1.3376 -1.1182  C6 1.594, H21 1.090, H22 1.090, H23 1.090
10 C 2.4914 -0.6621 -2.5737  C6 1.543, H24 1.090, H25 1.090, H26 1.090
11 C 0.4336 -1.8555 1.9435  C2 1.551, H27 1.090, H28 1.090, H29 1.090
12 H 0.5147 1.5600 1.3215  C1 1.090
13 H 2.0719 0.8286 1.7925  C1 1.090
14 H 0.6368 0.8483 2.7812  C1 1.090
15 H -1.5948 -0.1566 1.2065  C3 1.090
16 H -1.2640 -1.3551 0.0925  C3 1.090
17 H -0.8479 1.6640 -0.3931  C4 1.090
18 H -1.7208 0.4895 -1.2526  C4 1.090
19 H 0.1689 1.1867 -2.5412  C5 1.090
20 H -0.2560 -0.4880 -2.4823  C5 1.090
21 H 3.4333 1.1592 -0.9456  C9 1.090
22 H 2.1333 1.8018 -0.1613  C9 1.090
23 H 2.2801 2.0832 -1.9080  C9 1.090
24 H 3.3913 -1.2397 -2.3624  C10 1.090
25 H 2.7542 0.0850 -3.3227  C10 1.090
26 H 1.7660 -1.2939 -3.0863  C10 1.090
27 H -0.1620 -1.7446 2.8497  C11 1.090
28 H 1.4534 -2.1556 2.1842  C11 1.090
29 H 0.2328 -2.8052 1.4476  C11 1.090
30 C 4.8515 -1.1110 6.3546  C31 1.470, O35 1.407, H36 1.090, H37 1.090
31 C 5.0267 -0.5670 7.7087  C30 1.470, O32 1.387, H38 1.090, H39 1.090
32 O 5.8031 0.5646 7.5085  C31 1.387, C33 1.320
33 C 5.6102 1.0182 6.2843  O32 1.320, O34 1.201, O35 1.362
34 O 6.0943 2.0112 5.8136  C33 1.201
35 O 5.0979 0.0047 5.5329  C30 1.407, C33 1.362
36 H 3.9466 -1.7004 6.2069  C30 1.090
37 H 5.7071 -1.7578 6.1606  C30 1.090
38 H 5.6066 -1.2356 8.3449  C31 1.090
39 H 4.1778 -0.3462 8.3558  C31 1.090
40 C -7.9995 0.4564 -3.4374  C41 1.568, O45 1.416, H46 1.090, H47 1.090
41 C -7.1689 1.2992 -2.4087  C40 1.568, O42 1.406, H48 1.090, H49 1.090
42 O -6.6122 0.3097 -1.5796  C41 1.406, C43 1.264
43 C -6.4733 -0.7640 -2.2328  O42 1.264, O44 1.278, O45 1.376
44 O -5.7503 -1.7158 -1.7812  C43 1.278
45 O -7.3246 -0.7823 -3.3143  C40 1.416, C43 1.376
46 H -7.8510 0.9501 -4.3978  C40 1.090
47 H -9.0866 0.3844 -3.4061  C40 1.090
48 H -7.8938 1.9415 -1.9085  C41 1.090
49 H -6.4920 1.9843 -2.9191  C41 1.090
50 C 5.1071 -6.6387 -1.5055  C51 1.568, O55 1.428, H56 1.090, H57 1.090
51 C 6.5894 -6.3667 -1.9371  C50 1.568, O52 1.327, H58 1.090, H59 1.090
52 O 7.0187 -7.5813 -2.2560  C51 1.327, C53 1.344
53 C 6.0684 -8.5312 -2.2391  O52 1.344, O54 1.189, O55 1.323
54 O 6.0856 -9.6546 -2.6291  C53 1.189
55 O 4.8989 -7.9617 -1.9998  C50 1.428, C53 1.323
56 H 4.3927 -5.9401 -1.9409  C50 1.090
57 H 4.9351 -6.6050 -0.4297  C50 1.090
58 H 7.2615 -5.9826 -1.1697  C51 1.090
59 H 6.6951 -5.7511 -2.8304  C51 1.090
60 C -4.0753 -1.4396 -8.6337  C61 1.520, O65 1.325, H66 1.090, H67 1.090
61 C -4.5116 -1.1043 -7.2168  C60 1.520, O62 1.360, H68 1.090, H69 1.090
62 O -3.2792 -1.1668 -6.6443  C61 1.360, C63 1.339
63 C -2.3350 -0.8672 -7.5449  O62 1.339, O64 1.321, O65 1.312
64 O -1.1063 -0.5507 -7.1790  C63 1.321
65 O -2.8706 -0.8985 -8.7422  C60 1.325, C63 1.312
66 H -4.7451 -1.1531 -9.4445  C60 1.090
67 H -3.8756 -2.5097 -8.6882  C60 1.090
68 H -5.1759 -1.8215 -6.7348  C61 1.090
69 H -5.0172 -0.1388 -7.2340  C61 1.090
70 C -5.2748 -3.1146 4.6347  C71 1.499, O75 1.388, H76 1.090, H77 1.090
71 C -5.7340 -1.7262 4.3036  C70 1.499, O72 1.473, H78 1.090, H79 1.090
72 O -5.1300 -0.8359 5.3097  C71 1.473, C73 1.335
73 C -4.1497 -1.5476 5.8698  O72 1.335, O74 1.250, O75 1.380
74 O -3.1847 -1.0496 6.4888  C73 1.250
75 O -4.4200 -2.8904 5.7054  C70 1.388, C73 1.380
76 H -4.9417 -3.7706 3.8304  C70 1.090
77 H -6.0793 -3.6976 5.0830  C70 1.090
78 H -6.7750 -1.8495 4.6022  C71 1.090
79 H -5.5881 -1.4818 3.2514  C71 1.090
80 C -6.4164 4.2560 3.0865  C81 1.562, O85 1.361, H86 1.090, H87 1.090
81 C -5.3031 3.8351 2.0748  C80 1.562, O82 1.329, H88 1.090, H89 1.090
82 O -4.1519 4.1310 2.6684  C81 1.329, C83 1.346
83 C -4.4422 4.1383 3.9827  O82 1.346, O84 1.204, O85 1.308
84 O -3.5224 4.2291 4.7535  C83 1.204
85 O -5.7213 4.1836 4.2542  C80 1.361, C83 1.308
86 H -7.1650 3.4842 3.2658  C80 1.090
87 H -6.9618 5.1596 2.8145  C80 1.090
88 H -5.2007 4.4498 1.1805  C81 1.090
89 H -5.2882 2.7528 1.9463  C81 1.090
90 C 3.9935 8.1865 -4.3860  C91 1.544, O95 1.332, H96 1.090, H97 1.090
91 C 5.1060 7.7633 -3.4028  C90 1.544, O92 1.466, H98 1.090, H99 1.090
92 O 4.2472 7.4896 -2.2465  C91 1.466, C93 1.323
93 C 3.0169 7.1602 -2.6031  O92 1.323, O94 1.235, O95 1.436
94 O 2.1439 6.4816 -2.0538  C93 1.235
95 O 2.8716 7.6076 -3.9604  C90 1.332, C93 1.436
96 H 4.2823 7.8937 -5.3954  C90 1.090
97 H 3.7834 9.2560 -4.3984  C90 1.090
98 H 5.7802 8.6096 -3.2715  C91 1.090
99 H 5.7966 6.9332 -3.5516  C91 1.090
100 C -2.8637 -7.2741 -0.9762  C101 1.570, O105 1.408, H106 1.090, H107 1.090
101 C -3.4827 -6.9728 -2.3877  C100 1.570, O102 1.401, H108 1.090, H109 1.090
102 O -2.5385 -6.0667 -2.8880  C101 1.401, C103 1.321
103 C -1.4036 -6.0884 -2.2113  O102 1.321, O104 1.233, O105 1.299
104 O -0.3367 -5.5948 -2.5841  C103 1.233
105 O -1.6633 -6.5401 -1.0216  C100 1.408, C103 1.299
106 H -2.7609 -8.3345 -0.7455  C100 1.090
107 H -3.3926 -6.8673 -0.1143  C100 1.090
108 H -4.4396 -6.4540 -2.4459  C101 1.090
109 H -3.4179 -7.8176 -3.0734  C101 1.090
110 O -3.5990 4.4956 -4.2825  H111 0.957, H112 0.957
111 H -3.7082 5.4231 -4.0727  O110 0.957
112 H -2.6640 4.3988 -4.4632  O110 0.957
113 O 0.4957 -3.1344 8.4982  H114 0.957, H115 0.957
114 H -0.2532 -2.7059 8.0838  O113 0.957
115 H 0.2644 -4.0631 8.5104  O113 0.957
116 C 0.1512 3.5717 10.0372  C117 1.541, H119 1.090, H120 1.090, H121 1.090
117 C 0.8923 3.2076 8.7363  C116 1.541, O118 1.461, H122 1.090, H123 1.090
118 O 2.0763 4.0601 8.6672  C117 1.461, H124 0.960
119 H 0.6835 3.3454 10.9611  C116 1.090
120 H -0.7325 2.9375 9.9669  C116 1.090
121 H -0.1205 4.6174 10.1815  C116 1.090
122 H 0.2591 3.2416 7.8497  C117 1.090
123 H 1.2277 2.1706 8.7542  C117 1.090
124 H 2.9188 3.9018 9.0994  O118 0.960
125 C 7.9520 2.8758 -6.2162  C126 1.547, H128 1.090, H129 1.090, H130 1.090
126 C 6.5321 2.3633 -6.5558  C125 1.547, O127 1.398, H131 1.090, H132 1.090
127 O 6.6812 1.0320 -6.9572  C126 1.398, H133 0.960
128 H 7.9587 3.8527 -5.7327  C125 1.090
129 H 8.6547 3.0017 -7.0399  C125 1.090
130 H 8.4046 2.1012 -5.5971  C125 1.090
131 H 5.9579 2.9622 -7.2627  C126 1.090
132 H 5.9199 2.3886 -5.6543  C126 1.090
133 H 7.4778 0.6614 -7.3441  O127 0.960

Results of the Mulliken charge analysis, in e, for atoms 1 through 99:
1. C -1.76
2. C 1.38
3. C -1.04
4. C -0.62
5. C -1.05
6. C 1.05
7. N 0.77
8. O -0.31
9. C -1.65
10. C -1.54
11. C -1.73
12. H 0.33
13. H 0.40
14. H 0.43
15. H 0.44
16. H 0.41
17. H 0.34
18. H 0.41
19. H 0.42
20. H 0.51
21. H 0.44
22. H 0.35
23. H 0.47
24. H 0.40
25. H 0.39
26. H 0.43
27. H 0.39
28. H 0.49
29. H 0.44
30. C -0.23
31. C -0.33
32. O -0.32
33. C 0.70
34. O -0.54
35. O -0.34
36. H 0.32
37. H 0.25
38. H 0.23
39. H 0.25
40. C -0.27
41. C -0.29
42. O -0.23
43. C 0.66
44. O -0.63
45. O -0.34
46. H 0.26
47. H 0.28
48. H 0.29
49. H 0.27
50. C -0.22
51. C -0.25
52. O -0.33
53. C 0.70
54. O -0.51
55. O -0.33
56. H 0.22
57. H 0.24
58. H 0.24
59. H 0.25
60. C -0.36
61. C -0.26
62. O -0.24
63. C 0.63
64. O -0.63
65. O -0.26
66. H 0.31
67. H 0.28
68. H 0.29
69. H 0.23
70. C -0.32
71. C -0.20
72. O -0.29
73. C 0.68
74. O -0.56
75. O -0.35
76. H 0.26
77. H 0.22
78. H 0.26
79. H 0.29
80. C -0.27
81. C -0.24
82. O -0.30
83. C 0.67
84. O -0.56
85. O -0.29
86. H 0.25
87. H 0.26
88. H 0.27
89. H 0.22
90. C -0.31
91. C -0.23
92. O -0.33
93. C 0.70
94. O -0.55
95. O -0.33
96. H 0.29
97. H 0.27
98. H 0.25
99. H 0.23